1.
{"formula": "C17H20MoN5O6S3Te", "method": "ωB97M-V/def2-TZVPD", "fmax_ev_per_a": 2.937, "total_energy_ev": -79343.51923, "lumo_ev": [2.056, 2.052], "multiplicity": 3, "s2": 2.07, "total_charge": -1, "e_homo_ev": [-3.0, -3.5], "relative_energy_kcal_mol": 31.4, "symbols": ["Te", "Mo", "S", "S", "S", "O", "O", "O", "O", "O", "O", "N", "N", "N", "N", "N", "C", "C", "C", "C", "C", "C", "C", "C", "C", "C", "C", "C", "C", "C", "C", "C", "C", "H", "H", "H", "H", "H", "H", "H", "H", "H", "H", "H", "H", "H", "H", "H", "H", "H", "H", "H", "H"], "positions_angstrom": [[-0.49, -4.19, -1.30], [0.05, -1.77, -0.99], [0.16, -1.01, -3.23], [2.41, -1.85, -1.23], [1.10, 0.43, 0.96], [-1.34, -0.52, -0.60], [-1.34, -3.13, 3.58], [-1.18, -2.35, 1.50], [1.38, 3.57, -2.28], [0.39, 4.95, -3.54], [-3.09, 0.55, 0.26], [0.42, 3.95, -2.87], [-1.06, 0.51, 2.46], [1.45, -2.74, 1.40], [0.96, 0.15, 3.64], [0.70, -3.17, 2.49], [-1.92, 3.53, -3.51], [0.25, 0.15, 4.72], [-3.11, 2.83, -3.36], [-0.70, -3.81, 4.65], [-2.09, 1.44, -1.68], [4.01, 0.21, -2.29], [-0.63, -2.82, 2.46], [-0.83, 3.16, -2.75], [1.89, 0.99, -4.19], [-3.19, 1.80, -2.43], [0.32, 0.36, 2.43], [-1.77, 0.43, 3.57], [-0.88, 2.11, -1.86], [-1.15, 0.28, 4.76], [1.70, -0.13, -3.19], [2.66, -0.49, -2.33], [-2.22, 0.41, -0.60], [-1.48, -3.99, 5.39], [2.11, 1.92, -3.68], [-1.70, 0.21, 5.69], [-3.97, 3.10, -3.96], [1.97, -1.89, 1.60], [0.99, 1.12, -4.79], [-1.57, 0.48, 1.57], [4.61, -0.18, -1.47], [3.88, 1.29, -2.15], [-4.13, 1.27, -2.28], [4.56, 0.06, -3.23], [-0.01, 1.84, -1.28], [-1.83, 4.36, -4.20], [-0.29, -4.77, 4.32], [2.06, -3.47, 1.08], [-2.85, 0.49, 3.45], [0.82, 0.01, 5.64], [2.72, 0.77, -4.87], [1.16, -3.23, 3.38], [0.09, -3.21, 5.11]]}

***

2.
{"formula": "C17H20N2O4", "method": "ωB97M-V/def2-TZVPD", "fmax_ev_per_a": 5.500, "total_energy_ev": -29121.61660, "lumo_ev": 0.420, "total_charge": 0, "e_homo_ev": -8.1, "relative_energy_kcal_mol": 99.8, "smiles": "CCCCNC(=O)Oc1cccc(-c2oc(C)cc2C(N)=O)c1", "symbols": ["O", "O", "O", "O", "N", "N", "C", "C", "C", "C", "C", "C", "C", "C", "C", "C", "C", "C", "C", "C", "C", "C", "C", "H", "H", "H", "H", "H", "H", "H", "H", "H", "H", "H", "H", "H", "H", "H", "H", "H", "H", "H", "H"], "positions_angstrom": [[-1.09, 0.44, -2.04], [-0.15, -1.58, -1.71], [-0.27, 0.82, 2.64], [-2.92, -2.15, 4.77], [0.63, -0.12, -3.32], [-3.69, -0.20, 5.48], [0.90, 2.43, 4.21], [-1.60, -0.14, 4.08], [-1.56, -2.70, 1.95], [3.05, 1.24, -4.34], [-1.14, -1.39, 1.80], [-1.02, -0.37, 2.87], [-0.83, -3.30, -0.28], [1.66, 1.92, -4.07], [-0.66, -1.03, 0.51], [-0.04, 1.38, 3.85], [3.32, 1.02, -5.88], [-0.63, -1.94, -0.53], [-2.68, -0.89, 4.79], [0.51, 1.03, -4.27], [-1.36, -3.67, 0.93], [-0.24, -0.39, -2.26], [-0.92, 0.93, 4.74], [0.28, 0.60, -5.28], [-0.31, -0.07, 0.24], [-3.47, 0.75, 5.77], [1.58, 2.22, -3.01], [1.84, 1.84, 4.14], [1.36, 2.75, -4.66], [-0.47, 1.56, -3.99], [-1.59, -4.72, 0.99], [0.99, -0.93, -3.81], [-4.60, -0.71, 5.84], [4.42, 0.89, -5.98], [0.86, 3.25, 3.44], [2.76, 0.14, -6.36], [3.25, 0.44, -3.63], [3.76, 1.93, -3.93], [-0.72, -4.00, -1.10], [0.77, 2.77, 5.21], [-1.11, 1.16, 5.75], [3.14, 1.86, -6.45], [-2.00, -3.05, 2.91]]}

***

3.
{"formula": "C17H20N2O4", "method": "ωB97M-V/def2-TZVPD", "fmax_ev_per_a": 1.250, "total_energy_ev": -29123.85502, "lumo_ev": 0.824, "total_charge": 0, "e_homo_ev": -8.2, "relative_energy_kcal_mol": 48.2, "smiles": "O=C1C[C@H](N2CCCCCC2)C(=O)N1c1ccc2c(c1)OCO2", "symbols": ["O", "O", "O", "O", "N", "N", "C", "C", "C", "C", "C", "C", "C", "C", "C", "C", "C", "C", "C", "C", "C", "C", "C", "H", "H", "H", "H", "H", "H", "H", "H", "H", "H", "H", "H", "H", "H", "H", "H", "H", "H", "H", "H"], "positions_angstrom": [[-1.07, -1.45, 2.49], [-0.27, -1.38, -1.98], [-4.90, 1.45, 1.11], [-6.14, 0.40, -0.53], [-0.94, -1.26, 0.20], [2.21, -0.51, -0.25], [-6.16, 1.39, 0.47], [-0.44, -1.53, 1.47], [-3.03, -1.51, -1.02], [-0.02, -1.43, -0.81], [3.94, 1.81, 0.30], [-2.83, 0.15, 0.75], [2.49, 2.25, 0.05], [3.55, -0.73, 0.26], [-4.88, -0.14, -0.49], [2.22, 0.24, -1.50], [-2.29, -0.87, -0.03], [-4.35, -1.14, -1.27], [-4.13, 0.49, 0.50], [1.00, -1.96, 1.30], [4.04, 0.48, 1.05], [1.89, 1.71, -1.25], [1.35, -1.69, -0.17], [1.89, 1.91, 0.89], [3.56, -1.60, 0.92], [3.45, 0.57, 1.97], [1.79, -2.57, -0.67], [4.48, 1.74, -0.65], [2.44, 3.34, 0.03], [3.21, 0.16, -1.96], [1.07, -3.02, 1.56], [5.08, 0.30, 1.33], [-6.94, 1.15, 1.22], [0.81, 1.84, -1.20], [-6.39, 2.37, 0.02], [-2.57, -2.29, -1.60], [1.62, -1.40, 1.99], [-4.93, -1.63, -2.03], [4.25, -0.94, -0.56], [4.44, 2.57, 0.90], [-2.26, 0.64, 1.52], [1.51, -0.17, -2.21], [2.26, 2.29, -2.09]]}

***

4.
{"formula": "C17H20N2O4S", "method": "ωB97M-V/def2-TZVPD", "fmax_ev_per_a": 0.831, "total_energy_ev": -39960.11928, "lumo_ev": 0.598, "total_charge": 0, "e_homo_ev": -8.4, "relative_energy_kcal_mol": 26.6, "smiles": "CCOC(=O)CSc1nc2ccccc2c(=O)n1C[C@H]1CCCO1", "symbols": ["S", "O", "O", "O", "O", "N", "N", "C", "C", "C", "C", "C", "C", "C", "C", "C", "C", "C", "C", "C", "C", "C", "C", "C", "H", "H", "H", "H", "H", "H", "H", "H", "H", "H", "H", "H", "H", "H", "H", "H", "H", "H", "H", "H"], "positions_angstrom": [[-1.58, -0.17, -0.26], [-4.70, 1.78, 0.93], [-4.27, 0.21, -0.62], [1.77, -2.32, 1.28], [3.25, -0.75, -1.11], [0.24, 1.66, 0.10], [1.05, -0.42, -0.64], [0.79, -1.82, -0.90], [0.78, -4.11, 0.17], [2.39, 0.00, -0.71], [2.29, -4.36, 0.17], [-5.66, -0.08, -0.76], [4.09, 3.23, 0.11], [-6.11, -1.10, 0.27], [3.89, 1.93, -0.29], [0.07, 0.44, -0.25], [-3.93, 1.14, 0.26], [0.69, -2.61, 0.43], [1.73, 3.49, 0.51], [2.61, 1.38, -0.30], [3.00, 4.01, 0.51], [-2.43, 1.33, 0.31], [2.86, -3.15, 0.93], [1.51, 2.17, 0.10], [1.63, -2.18, -1.49], [2.68, -4.40, -0.84], [3.36, -3.43, 1.86], [-5.50, -2.00, 0.21], [-6.24, 0.84, -0.66], [0.30, -4.65, 0.99], [2.54, -5.30, 0.66], [-6.02, -0.68, 1.27], [5.08, 3.65, 0.12], [-0.22, -2.31, 0.96], [0.30, -4.40, -0.77], [4.72, 1.30, -0.60], [3.16, 5.03, 0.82], [0.88, 4.08, 0.81], [-2.14, 2.15, -0.35], [-0.15, -1.92, -1.46], [-5.77, -0.48, -1.78], [-7.15, -1.36, 0.10], [-2.11, 1.56, 1.32], [3.56, -2.59, 0.30]]}

***

5.
{"formula": "C17H20N2O4S", "method": "ωB97M-V/def2-TZVPD", "fmax_ev_per_a": 0.988, "total_energy_ev": -39959.05024, "lumo_ev": 0.394, "total_charge": 0, "e_homo_ev": -8.8, "relative_energy_kcal_mol": 51.2, "smiles": "CC(=O)Nc1ccc(S(=O)(=O)N(CCO)Cc2ccccc2)cc1", "symbols": ["S", "O", "O", "O", "O", "N", "N", "C", "C", "C", "C", "C", "C", "C", "C", "C", "C", "C", "C", "C", "C", "C", "C", "C", "H", "H", "H", "H", "H", "H", "H", "H", "H", "H", "H", "H", "H", "H", "H", "H", "H", "H", "H", "H"], "positions_angstrom": [[1.62, -0.89, -1.11], [1.17, -1.16, -2.45], [5.03, -0.92, -1.67], [2.63, -1.76, -0.56], [-2.33, 0.13, 4.43], [-3.08, -0.86, 2.52], [2.16, 0.69, -0.97], [3.59, 0.86, -0.79], [-2.10, -1.32, 0.39], [-3.22, -0.37, 3.79], [0.21, -0.91, -0.01], [-0.35, 2.14, -0.30], [-0.94, 1.27, -2.45], [-4.64, -0.54, 4.31], [0.04, 1.67, -1.55], [-2.65, 1.79, -0.85], [-1.95, -0.87, 1.71], [0.39, -0.50, 1.30], [4.46, 0.32, -1.95], [-2.28, 1.33, -2.10], [-1.68, 2.20, 0.05], [1.50, 1.59, -1.90], [-1.02, -1.33, -0.47], [-0.69, -0.48, 2.16], [3.84, 0.27, -2.86], [-3.03, 1.02, -2.81], [-1.11, -1.66, -1.49], [-0.65, 0.89, -3.42], [5.30, 0.99, -2.15], [1.96, 2.57, -1.81], [-0.58, -0.15, 3.18], [-4.69, -0.15, 5.32], [-1.97, 2.56, 1.03], [-3.70, 1.84, -0.58], [1.61, 1.23, -2.93], [3.87, 0.33, 0.12], [-3.07, -1.64, 0.04], [0.41, 2.46, 0.40], [-3.92, -1.22, 2.08], [-4.91, -1.59, 4.31], [1.37, -0.20, 1.63], [-5.34, 0.01, 3.68], [4.32, -1.51, -1.33], [3.77, 1.93, -0.64]]}

***

6.
{"formula": "C17H20N2O5", "method": "ωB97M-V/def2-TZVPD", "fmax_ev_per_a": 0.588, "total_energy_ev": -31171.92642, "lumo_ev": 0.303, "total_charge": 0, "e_homo_ev": -8.6, "relative_energy_kcal_mol": 41.3, "smiles": "CCOC(=O)c1ccc(N2C(=O)C[C@@H](N3CCOCC3)C2=O)cc1", "symbols": ["O", "O", "O", "O", "O", "N", "N", "C", "C", "C", "C", "C", "C", "C", "C", "C", "C", "C", "C", "C", "C", "C", "C", "C", "H", "H", "H", "H", "H", "H", "H", "H", "H", "H", "H", "H", "H", "H", "H", "H", "H", "H", "H", "H"], "positions_angstrom": [[1.58, 0.61, 2.38], [-2.25, 5.04, -1.16], [-3.60, 3.40, -1.89], [1.06, -1.47, -1.64], [1.33, -5.12, 2.72], [1.13, -0.20, 0.27], [1.78, -3.49, 0.40], [0.48, -3.60, 1.02], [-2.48, 3.87, -1.32], [-4.20, 4.91, -3.71], [2.71, -1.38, 1.55], [2.64, -4.94, 2.22], [2.62, -4.63, 0.72], [-1.84, 1.44, -1.17], [-4.55, 4.37, -2.33], [0.53, -3.97, 2.50], [1.46, -1.29, -0.52], [1.77, -0.20, 1.51], [-1.56, 2.78, -0.92], [-0.38, 3.12, -0.27], [-0.96, 0.46, -0.77], [0.51, 2.15, 0.12], [2.40, -2.20, 0.28], [0.22, 0.81, -0.13], [0.91, -3.13, 3.11], [-0.06, -4.39, 0.48], [3.15, -4.13, 2.77], [3.16, -5.87, 2.41], [-0.17, 4.17, -0.08], [1.43, 2.41, 0.63], [3.63, -4.46, 0.35], [-0.46, -4.23, 2.86], [3.73, -1.01, 1.56], [-0.07, -2.66, 0.89], [-1.18, -0.58, -0.97], [-5.51, 3.85, -2.35], [-2.76, 1.17, -1.67], [2.19, -5.49, 0.20], [-3.25, 5.44, -3.67], [2.55, -1.94, 2.47], [3.31, -2.34, -0.32], [-4.59, 5.19, -1.61], [-4.11, 4.09, -4.42], [-4.97, 5.59, -4.05]]}